# 1
This record from the Open Molecules 2025 dataset describes a gas-phase ion, C3H7N4 (charge +1). The level of theory is ωB97M-V/def2-TZVPD.

Positions of all 14 atoms, in Å:
1 H -0.9557 1.5717 1.7564
2 N -0.2968 0.9750 1.3503
3 C 0.7554 0.6864 1.9765
4 N 1.5559 -0.3012 1.4508
5 N 1.2631 -0.8158 0.2780
6 N 0.3306 -0.5049 -0.3672
7 C -0.7496 -0.7313 -0.8852
8 C -1.0087 -0.0946 -2.1928
9 H 1.1262 1.0660 3.0297
10 H 2.4925 -0.4958 1.7136
11 H -1.2571 -1.5134 -0.3893
12 H -2.1327 0.1441 -2.4172
13 H -0.7244 -0.8085 -3.0692
14 H -0.3988 0.8223 -2.2344

Results
Kohn-Sham gap: 9.44 eV
total charge: +1
energy above the lowest of the compared OMol25 structures with the same formula, charge and spin: 415.3 kJ/mol
HOMO level: -14.3540 eV
E_LUMO: -4.913 eV
SMILES: [H]/N=C/[NH+]=N\N=C\C

# 2
This record from the Open Molecules 2025 dataset describes a molecular structure, C11H23BrO5PbS2. The level of theory is ωB97M-V/def2-TZVPD.

Positions of all 43 atoms, in Å:
1 Pb 0.2899 1.3690 -0.6614
2 C 0.9050 -2.6322 -3.8330
3 C 0.4687 -1.8748 -2.6048
4 C 1.1091 -2.4541 -1.3300
5 O 0.5294 -0.4734 -2.7116
6 H 0.9949 -3.6809 -3.5470
7 H 1.8592 -2.2935 -4.2445
8 H 0.2302 -2.4515 -4.6714
9 H -0.5995 -2.0461 -2.3799
10 H 0.9024 -2.0023 -0.3610
11 H 2.1950 -2.3486 -1.4501
12 H 0.9130 -3.5281 -1.2706
13 Br 0.3726 -0.3020 1.7680
14 C -3.3858 -2.7678 -0.1152
15 C -4.1197 -2.4346 -1.4256
16 C -3.5817 -1.2553 -2.1725
17 S -3.2847 -0.1048 -0.8013
18 O -4.5155 0.6955 -0.6714
19 O -1.9938 0.5544 -0.9671
20 C -3.1685 -1.3614 0.5816
21 H -2.6304 -3.5565 -0.1707
22 H -3.9616 -3.4029 0.5691
23 H -5.1691 -2.3931 -1.1188
24 H -4.2163 -3.3481 -2.0204
25 H -4.3105 -0.8789 -2.8853
26 H -2.6142 -1.4249 -2.6470
27 H -4.0042 -1.0242 1.1876
28 H -2.1560 -1.4298 0.9737
29 C 3.5054 2.8987 3.6663
30 C 4.0955 2.8413 2.2562
31 C 3.3569 4.0355 1.5958
32 S 1.5736 3.7836 2.1040
33 O 0.9923 2.9351 1.0474
34 O 0.9193 5.0351 2.4554
35 C 1.9597 2.7253 3.4283
36 H 3.6969 3.8771 4.1071
37 H 3.8023 2.1055 4.3491
38 H 3.8240 1.8803 1.8167
39 H 5.1806 2.8688 2.3402
40 H 3.3441 4.3188 0.5436
41 H 3.7105 4.9638 2.0502
42 H 1.7784 1.7282 3.0186
43 H 1.2028 2.8540 4.2016

Results
Kohn-Sham gap: 6.87 eV
HOMO level: -7.1359 eV
E_LUMO: -0.262 eV